Formula: C15H26Cl2NO2
Source: the Open Molecules 2025 dataset
Level of theory: wB97M-V/def2-TZVPD

```
46
Properties=species:S:1:pos:R:3:forces:R:3
Cl -3.4303 3.4080 0.2552 0.027 0.153 -0.051
Cl -5.5564 2.0490 -1.4497 -0.061 0.018 -0.103
O 4.3510 -1.1973 1.0570 0.023 -0.201 -0.143
O 3.2714 -2.9567 0.2341 0.138 -0.114 0.100
N -1.0196 0.4653 -0.2966 0.128 0.295 0.139
C -3.2965 1.7231 -0.1232 0.282 0.035 0.161
C -2.3758 0.0543 1.6711 0.056 0.027 0.019
C -1.1312 -1.0157 -0.1232 -0.005 -0.142 -0.192
C 3.5930 0.8151 -0.0403 0.148 0.057 -0.047
C 0.4159 0.5492 -2.3421 -0.041 -0.039 0.066
C 3.9952 0.1700 1.2729 -0.119 -0.056 0.115
C 2.5251 -2.1969 2.3638 0.108 -0.125 -0.031
C -4.2314 1.1256 -0.8620 -0.154 -0.127 -0.008
C 3.3945 -2.1658 1.1227 -0.330 0.484 0.005
C -1.4971 -1.1713 1.3397 -0.050 0.134 0.029
C -0.8711 1.0196 -1.6834 -0.038 -0.025 -0.006
C -2.0956 1.1212 0.5850 -0.062 -0.199 0.030
C 1.6920 1.1214 -1.7078 0.011 -0.003 0.015
C 2.3379 0.2121 -0.6625 -0.069 -0.100 -0.027
C -4.2952 -0.3308 -1.2290 0.019 -0.032 0.096
H -1.9123 -1.3762 -0.7820 -0.034 0.007 -0.044
H -0.1930 -1.4853 -0.4100 0.022 0.017 0.054
H -3.4325 -0.6451 -1.8126 0.006 0.002 -0.037
H 0.3442 0.8373 -3.3910 0.016 0.050 0.012
H -2.0910 0.4593 2.6405 -0.159 -0.017 0.021
H 3.1867 0.2443 2.0087 0.031 0.047 -0.061
H -1.7606 0.7549 -2.2509 0.011 -0.115 0.050
H 1.6260 -0.0499 0.1414 0.052 0.082 0.001
H 2.5927 -0.7381 -1.1392 -0.037 -0.038 0.087
H -0.1445 0.7081 0.1760 -0.027 0.017 -0.071
H 3.4748 1.8909 0.1269 -0.080 -0.033 0.032
H 4.4216 0.6948 -0.7415 0.010 0.086 0.000
H -4.3740 -0.9564 -0.3361 0.068 -0.009 -0.041
H -0.8672 2.1046 -1.5643 -0.033 0.003 -0.037
H -1.5843 1.9753 1.0187 0.039 -0.033 0.058
H 0.4619 -0.5429 -2.3323 -0.022 -0.006 -0.133
H 2.7322 -3.1437 2.8614 -0.026 -0.011 0.030
H 2.4196 1.2943 -2.5022 0.047 0.044 0.066
H -2.0038 -2.1186 1.5059 -0.027 0.013 0.077
H -5.1712 -0.5196 -1.8413 -0.036 0.012 0.035
H 1.4869 2.1042 -1.2645 -0.007 0.007 -0.080
H -0.6009 -1.1635 1.9630 0.009 -0.038 -0.063
H -3.4367 -0.1822 1.7180 0.035 -0.029 -0.096
H 4.8698 0.6603 1.6937 0.062 -0.050 -0.020
H 1.4765 -2.2179 2.0649 0.040 -0.007 0.013
H 2.7031 -1.3882 3.0671 0.029 -0.042 -0.020
```
Forces are in eV/Å.

Computed properties:
**Energy**: -46600.2520 eV
**SMILES**: CC(=O)OCCCCCC[N@@H+]1CCC[C@@H]1/C(Cl)=C(\C)Cl
**Kohn-Sham gap**: 9.79 eV
**Spin multiplicity**: 1
**F_max**: 0.59 eV/Å
**Total charge**: +1